{
  "formula": "C32H23GaN4O5",
  "method": "ωB97M-V/def2-TZVPD",
  "multiplicity": 1,
  "fmax_ha_per_bohr": 0.04789,
  "energy_ev": -102132.6171,
  "e_homo_ev": -7.485,
  "relative_energy_kcal_mol": 23.1,
  "symbols": ["Ga", "C", "C", "N", "C", "C", "C", "C", "C", "C", "C", "N", "C", "C", "C", "C", "C", "C", "C", "C", "N", "C", "H", "H", "H", "H", "H", "H", "H", "H", "H", "H", "H", "H", "O", "C", "C", "O", "O", "C", "C", "C", "C", "C", "C", "C", "C", "C", "C", "C", "C", "H", "H", "H", "H", "H", "H", "H", "H", "H", "H", "H", "O", "N", "O"],
  "xyz": [[0.7637, 0.0788, -0.1522], [0.2695, -0.8046, 4.2163], [-0.0246, -0.5820, 2.8768], [0.8898, -0.1963, 2.0118], [2.1887, -0.0061, 2.3851], [2.5359, -0.1033, 3.7516], [1.5688, -0.5319, 4.6488], [3.8577, 0.1600, 4.1192], [4.7757, 0.6118, 3.1847], [4.4057, 0.6586, 1.8372], [3.1587, 0.2818, 1.3926], [2.6992, 0.2503, 0.0856], [3.5029, -0.0141, -1.0209], [4.8391, -0.4071, -1.1224], [5.4397, -0.6053, -2.3956], [4.7512, -0.5160, -3.5631], [3.3883, -0.2502, -3.5527], [2.5551, -0.1747, -4.6918], [1.2280, 0.0785, -4.5586], [0.6921, 0.2597, -3.2846], [1.4288, 0.1541, -2.2118], [2.7934, -0.0052, -2.2716], [-0.4998, -1.1790, 4.8821], [-1.0526, -0.6761, 2.5099], [1.7757, -0.7106, 5.6764], [4.2210, 0.1093, 5.1425], [5.7526, 0.8892, 3.4575], [5.1129, 0.9871, 1.0930], [5.3886, -0.5407, -0.2058], [6.4955, -0.8641, -2.4795], [5.2636, -0.7423, -4.4588], [3.0032, -0.4317, -5.6282], [0.5833, 0.0455, -5.4263], [-0.3653, 0.4280, -3.1619], [-1.2838, -0.4406, 0.0166], [-2.2916, 0.5902, -0.1111], [-1.4833, 1.8756, -0.2781], [-2.1556, 2.8643, -0.4086], [-0.1949, 1.7980, -0.3298], [-3.1536, 0.3899, -1.3447], [-2.7624, -0.5652, -2.3041], [-3.5860, -0.7841, -3.4061], [-4.6627, 0.0734, -3.6099], [-5.1090, 0.9754, -2.6425], [-4.3041, 1.1564, -1.5115], [-3.0835, 0.6918, 1.2041], [-2.8933, 1.6669, 2.2019], [-3.5020, 1.5259, 3.4336], [-4.2421, 0.3615, 3.6998], [-4.4818, -0.5482, 2.7008], [-3.9152, -0.3904, 1.4481], [-1.4542, -1.3639, -0.2291], [-1.8638, -1.1661, -2.1601], [-3.3277, -1.5170, -4.1810], [-5.2191, -0.0294, -4.5546], [-6.0133, 1.5656, -2.8541], [-4.5440, 1.8807, -0.7656], [-2.2419, 2.4806, 2.0154], [-3.2458, 2.2665, 4.1916], [-4.7070, 0.1971, 4.6936], [-5.0117, -1.4464, 2.8094], [-3.9970, -1.1531, 0.7352], [0.2941, -3.9100, -0.5988], [0.0297, -2.7268, -0.6163], [1.0204, -1.9701, -0.3296]],
  "lowdin_charge": [0.50, -0.01, -0.08, 0.11, -0.12, -0.16, 0.02, -0.04, -0.05, -0.02, -0.19, 0.06, -0.17, 0.00, -0.07, -0.07, -0.14, 0.01, -0.03, -0.08, 0.09, -0.10, 0.11, 0.12, 0.11, 0.11, 0.09, 0.11, 0.09, 0.11, 0.10, 0.12, 0.11, 0.11, -0.05, -0.29, -0.57, 0.11, 0.03, -0.13, -0.03, -0.08, -0.10, -0.05, -0.01, -0.13, -0.01, -0.06, -0.08, -0.08, -0.02, 0.09, 0.10, 0.11, 0.11, 0.11, 0.12, 0.11, 0.11, 0.11, 0.09, 0.11, -0.03, -0.24, -0.13]
}